127
Properties=species:S:1:pos:R:3:forces:R:3:mulliken_charge:R:1 method="wB97M-V/def2-TZVPD" total_energy_ev=-130317.1876 homo_lumo_gap_ev=6.6 smiles="CC(C)=NC1=C(N)C(=O)C=C(P(C)O)C1=O.O=C1C=C(O)C(=O)C=C1O.O=C1C=C(O)C(=O)C=C1O.O=C1C=C(O)C(=O)C=C1O.O=C1C=C(O)C(=O)C=C1O.O=C1C=C(O)C(=O)C=C1O.O=C1C=C(O)C(=O)C=C1O.O=C1C=C(O)C(=O)C=C1O"
H -0.36984 -0.81057 -4.26855 0.0 -0.1 0.4 0.31
H 0.92484 7.53291 -0.02159 -0.1 0.2 -0.3 0.33
C 7.11410 -0.76642 3.07819 -0.2 0.1 0.3 -0.92
O -6.98581 -8.66539 0.33264 0.4 0.9 0.0 -0.60
O -2.43332 2.48951 -4.95938 0.3 0.8 0.0 -0.66
H 3.49874 -0.58193 1.48045 0.0 0.1 0.0 0.51
C 2.19846 6.98849 -1.31758 -1.5 1.1 -0.1 0.33
H -3.15112 -3.03150 1.47905 -0.2 0.7 2.6 0.27
H -1.12039 -1.22780 0.07565 1.0 0.4 0.5 0.40
C 0.62661 3.00639 1.52139 -3.4 -0.9 2.0 -0.15
C 0.83039 1.45516 1.03397 3.8 -2.3 -2.2 0.26
O 5.66781 4.71752 -2.18837 -1.6 1.3 -0.2 -0.57
H -2.13078 -6.21498 0.11254 -0.1 -0.4 0.0 0.30
C -1.27569 5.85008 -4.82397 0.4 0.2 0.0 -0.90
O -2.52687 -7.11274 0.07188 -1.6 1.1 0.2 -0.54
H 0.76222 7.04477 3.65491 0.0 -2.6 -0.1 0.27
C 5.64091 -0.83350 1.10694 -0.8 0.0 -0.8 0.90
H 2.11333 -5.37918 0.73131 0.0 -0.1 0.0 0.89
C -6.67473 -6.33624 0.45206 -1.8 0.8 0.2 0.45
H -1.61765 6.87311 -4.73014 0.0 -0.1 0.0 0.46
C -1.63339 2.14381 2.81447 -2.9 1.6 3.7 -0.04
C -1.63274 3.41797 -4.96672 0.1 -1.1 -0.1 1.00
H 1.60117 -4.57733 -5.74575 0.0 0.0 0.1 0.42
C 5.94186 -0.52731 3.93450 0.7 0.0 0.7 0.83
O 2.62828 -5.89084 -3.70347 -0.8 1.6 0.8 -0.60
H 0.15739 2.18248 -5.21197 0.0 0.1 0.0 0.45
O -1.00118 6.08828 1.40451 2.4 -2.9 0.3 -0.43
C 2.77377 -7.35534 1.11209 0.4 0.2 -1.7 0.16
C 6.97702 -0.91128 1.75877 1.8 -0.3 -0.6 0.35
H 8.07957 -0.81843 3.56491 -0.1 0.0 0.0 0.42
H -3.88284 4.11610 -4.77269 0.1 0.4 -0.1 0.36
O 3.24443 -7.58389 -0.16793 -0.4 -0.5 1.8 -0.50
H -1.29032 -1.64982 5.14301 0.2 0.1 -2.6 0.35
C -4.19765 3.75171 -0.24575 0.6 -0.6 -0.6 1.06
C -6.18523 -7.73694 0.32529 0.0 -1.2 -0.1 0.90
C -3.17622 -2.84975 2.63466 0.9 0.7 0.9 -0.79
H -6.09375 5.75535 1.84690 0.0 0.0 -0.1 0.45
H 1.43297 3.79395 1.20371 -1.6 -1.7 0.7 0.13
O -6.87150 6.83630 -0.41066 0.5 -0.6 -0.3 -0.62
C -1.00147 -1.69899 3.99533 0.7 -1.3 -0.5 -0.66
O 1.05929 7.69625 -0.98062 1.6 -1.2 0.3 -0.61
O -3.57400 -4.59475 0.38275 -0.3 -1.1 -0.5 -0.55
H 2.18579 7.55153 -3.35945 0.1 0.0 0.1 0.46
C 1.00849 -2.78605 -2.26758 0.2 -0.4 0.2 -1.03
O -0.13170 -1.01045 -3.33697 0.8 -1.6 -0.9 -0.46
C -0.56866 3.35588 2.37524 4.1 -2.4 -3.2 0.58
C -2.25419 -1.49412 2.96520 -1.5 1.4 -0.5 0.36
O 8.07416 -1.13896 0.94842 -1.9 0.3 0.4 -0.57
C -5.82818 -5.30482 0.46805 0.5 0.2 0.0 -0.97
H 0.88129 -2.33182 -1.29329 0.0 0.1 0.0 0.89
O 1.43725 -6.80416 5.09479 0.3 0.4 -1.9 -0.60
H -0.61253 -2.81531 3.82694 -0.8 2.4 0.3 0.08
C -6.07975 5.90317 -0.33693 -0.5 0.6 0.9 0.87
H 1.07879 -5.89005 5.08150 0.2 -0.4 0.0 0.33
C -0.18348 3.20404 -5.10265 -0.4 -0.1 0.0 -0.86
H 3.86193 -0.20349 5.01016 -0.1 0.0 -0.4 0.34
O 0.97849 6.56016 -4.90927 -0.4 -0.9 -0.2 -0.65
C 1.93150 -4.69734 -3.65676 0.9 -1.6 -0.6 0.22
C 1.72551 -4.06959 -2.32216 -0.1 0.4 0.8 1.06
H -0.03002 -1.74678 1.23489 -0.1 1.2 -1.1 0.22
N -0.19066 -0.99342 0.50353 -1.1 0.9 2.1 -0.20
C 0.66262 4.23584 -5.09012 1.8 -0.8 -0.2 0.35
H -6.56465 6.55370 -2.55723 0.3 -0.3 -0.1 0.34
O 4.34518 6.23747 -4.05239 -0.1 -0.3 0.8 -0.65
H 4.55040 4.87506 0.19443 0.0 0.0 -0.1 0.48
H -8.43533 -7.03880 0.51932 0.1 0.3 0.0 0.35
C 0.54069 -2.21800 -3.38074 -0.8 1.6 0.6 0.12
O -2.53363 2.44240 3.78838 5.7 -2.3 -6.3 -0.56
O 2.02562 4.04217 -5.22014 -1.7 1.0 0.3 -0.62
O 2.43303 6.24785 0.90308 0.0 0.1 -0.8 -0.58
H -2.66620 -3.77438 3.16053 -1.1 1.9 -1.0 0.24
O 1.98608 1.02895 0.46897 -6.9 2.9 3.5 -0.69
H -3.75005 3.06780 1.97245 -0.3 0.3 0.3 0.14
O 1.19541 -4.89448 3.13805 0.2 -0.7 0.1 -0.57
O -8.03983 -6.14066 0.55392 1.8 -1.0 -0.2 -0.57
O -3.38013 2.84057 -0.17057 -0.5 0.6 0.2 -0.48
O -5.93075 5.84053 -2.78924 0.1 -0.2 2.0 -0.56
C -4.63426 4.30986 -1.53482 0.2 -0.3 0.2 -1.16
O 3.40528 -9.52542 1.76546 -0.3 0.9 0.0 -0.62
C 0.87996 5.86217 3.60589 1.6 0.5 -1.1 -0.61
H -4.21314 3.87256 -2.43134 0.0 0.0 0.1 0.33
H -0.40527 5.61463 0.72693 -1.3 1.2 1.1 0.32
C 4.54479 5.44764 -1.84506 1.7 -1.2 0.0 0.32
H 3.59747 -8.50026 -0.15630 -0.1 0.4 0.0 0.34
O 5.54875 -0.95222 -0.11026 0.4 0.0 0.9 -0.64
O 0.26539 -2.32240 -5.71488 0.2 -0.2 0.9 -0.63
C 2.43404 -8.21169 3.47532 0.1 -0.2 -0.2 -0.92
O -4.38862 3.77705 2.20416 -0.2 0.4 -2.4 -0.57
C -3.88987 -6.91906 0.20190 1.7 -0.8 -0.2 0.27
H 1.75135 5.66131 2.82572 -1.6 0.4 2.0 0.10
H 7.71545 -1.20683 0.03671 0.1 0.0 0.4 0.34
C -4.37743 -5.52101 0.35638 -0.2 0.9 0.1 0.85
C 4.60250 -0.47709 3.28547 -1.6 0.2 0.5 0.29
C 4.46601 -0.61853 1.96559 0.1 -0.1 -0.3 -0.76
C 2.90780 -8.45688 2.10445 0.3 -1.0 0.3 0.81
C 2.66916 6.99580 -2.56619 0.3 0.0 -0.2 -0.72
C -0.37219 0.31821 1.23686 -1.8 1.6 1.7 -0.39
H -4.26869 -2.72667 3.05302 2.2 -0.1 -1.0 0.33
C -4.73597 -7.95086 0.18937 -0.3 -0.1 0.0 -0.83
H -0.07385 -1.01078 3.81075 -2.0 -1.0 0.3 0.12
O 3.50254 -0.27736 4.09930 1.8 -0.2 -0.3 -0.52
C 1.72319 -5.95065 2.80794 -0.1 0.7 -0.6 0.97
C 2.87895 6.22042 -0.23910 0.5 -0.4 0.5 0.77
C -5.51365 5.31247 -1.58122 -0.2 0.3 -1.9 0.59
N -2.66999 -0.33326 2.37007 4.6 -2.3 0.7 -0.50
H -4.39509 -8.97242 0.08005 0.0 0.1 0.0 0.43
H 2.86110 -6.09364 -2.77129 -0.1 0.0 -0.3 0.32
C 4.07590 5.44324 -0.59572 -0.3 0.2 0.4 -0.85
H -6.17014 -4.28180 0.56187 0.0 -0.1 0.0 0.45
H 5.80564 4.88573 -3.14596 0.0 -0.1 0.4 0.35
O 6.03760 -0.37516 5.14722 -0.4 -0.1 -0.8 -0.63
C 2.21912 -6.18771 1.44322 -0.2 0.3 0.3 -0.93
C -1.53875 0.63229 2.10540 1.9 0.4 -0.4 0.86
C 1.46059 -4.13084 -4.76943 -0.2 0.3 -0.2 -0.94
C 0.17505 5.63390 -4.93564 -0.2 1.0 0.1 1.00
P -0.76831 5.18265 2.91332 -1.5 1.2 0.3 0.03
O 2.15345 -4.62332 -1.31555 -0.2 0.1 -0.8 -0.56
H 1.15895 5.49072 4.68136 -0.8 0.4 -2.2 0.34
H 2.55396 -9.01501 4.19130 0.0 0.0 -0.1 0.42
O -3.48734 5.01425 -4.73810 1.8 -1.0 -0.2 -0.59
C 3.88017 6.23799 -2.91803 -0.3 0.5 -0.8 0.90
H 2.42170 4.93993 -5.17948 0.0 -0.3 -0.1 0.28
C -2.12224 4.81867 -4.83996 -1.8 0.8 0.2 0.32
C -5.66111 5.32854 0.95114 -0.3 0.3 -0.4 -0.74
C 1.88249 -7.04288 3.80758 -0.4 -0.2 1.8 0.27
C -4.78435 4.32364 0.99716 0.3 -0.5 2.1 0.24
C 0.72272 -2.85958 -4.71166 -0.1 -0.1 -1.1 0.85